{"formula": "C5H10", "method": "wB97M-V/def2-TZVPD", "species": ["C", "C", "C", "C", "C", "H", "H", "H", "H", "H", "H", "H", "H", "H", "H"], "xyz": [[-1.08302, -0.61706, 0.80169], [-1.74983, 0.34285, 0.17074], [0.98212, 1.64669, -0.58544], [1.85890, 0.69553, -0.29096], [-0.26703, -1.67333, 0.12041], [-1.12919, -0.67539, 1.88959], [-0.81730, -2.61949, 0.14848], [-1.70869, 0.43575, -0.91363], [-2.34491, 1.07795, 0.70506], [0.70302, 1.87544, -1.61139], [0.47979, 2.21795, 0.19057], [2.10711, 0.45476, 0.74042], [2.34343, 0.10024, -1.06071], [0.69447, -1.83908, 0.62157], [-0.06888, -1.42283, -0.92638]], "atomic_forces_ev_per_a": [[-0.16, 0.10, -0.04], [0.01, -0.12, 0.09], [0.19, -0.07, 0.02], [-0.04, 0.18, -0.06], [-0.04, -0.06, -0.04], [-0.05, 0.03, -0.14], [0.13, -0.02, -0.01], [-0.01, -0.03, 0.17], [0.07, -0.12, -0.04], [0.10, -0.03, 0.12], [0.12, -0.08, -0.11], [-0.01, 0.06, -0.15], [-0.04, 0.12, 0.08], [-0.17, 0.07, -0.06], [-0.08, -0.02, 0.17]], "lowdin_charge": [-0.26, -0.04, -0.10, -0.10, -0.13, 0.09, 0.07, 0.06, 0.05, 0.05, 0.05, 0.05, 0.05, 0.07, 0.07], "smiles": "C=CC.C=C"}

{"formula": "C41H45FeN12S3SbSe", "method": "wB97M-V/def2-TZVPD", "species": ["Fe", "N", "C", "N", "C", "N", "C", "C", "N", "C", "C", "N", "H", "H", "H", "H", "H", "C", "N", "C", "C", "N", "C", "S", "C", "C", "C", "C", "C", "N", "H", "H", "H", "H", "H", "H", "H", "H", "H", "C", "N", "C", "C", "N", "C", "C", "Se", "H", "H", "H", "H", "H", "H", "H", "H", "C", "N", "C", "S", "N", "C", "H", "H", "H", "H", "H", "H", "H", "H", "S", "Sb", "C", "C", "C", "C", "C", "C", "C", "C", "C", "C", "C", "C", "C", "C", "C", "C", "C", "C", "H", "H", "H", "H", "H", "H", "H", "H", "H", "H", "H", "H", "H", "H", "H"], "xyz": [[0.35344, 0.52508, 0.32571], [3.78695, -1.82153, -1.27139], [3.17701, -0.63125, -1.23309], [2.11194, -0.67887, -0.48479], [2.01632, -2.01224, -0.14149], [3.05214, -2.75272, -0.55760], [0.89683, -2.51255, 0.55799], [0.69965, -3.89833, 0.70551], [-0.48083, -4.34202, 1.10404], [-1.40595, -3.43698, 1.28959], [-1.20460, -2.01938, 1.19613], [-0.01882, -1.56492, 0.82371], [4.65465, -2.07342, -1.65228], [3.44065, 0.29527, -1.75547], [1.36731, -4.67020, 0.45788], [-2.36966, -3.76724, 1.64132], [-2.02089, -1.37431, 1.52626], [-3.03000, 3.05620, 3.48606], [-2.07438, 3.45161, 2.52226], [-1.17568, 4.47745, 2.73268], [-0.23656, 4.43813, 1.79017], [-0.68117, 3.44487, 0.93031], [-1.69048, 2.78314, 1.44034], [-2.58856, 1.36226, 0.95291], [-0.11920, 3.44937, -0.39694], [-0.31806, 4.54195, -1.22580], [0.27214, 4.54020, -2.52737], [1.02177, 3.42916, -2.86030], [1.17999, 2.37168, -1.94439], [0.68843, 2.42496, -0.69291], [-4.01274, 3.43880, 3.13380], [-2.76797, 3.36492, 4.49594], [-2.88939, 1.97251, 3.48036], [-1.37807, 5.10657, 3.47303], [0.65357, 4.94824, 1.51636], [-0.87881, 5.40029, -0.91082], [-0.02870, 5.31029, -3.19579], [1.39922, 3.38331, -3.84998], [1.80614, 1.54681, -2.23474], [-3.50672, 0.01850, 8.10264], [-3.77846, -1.13097, 7.25341], [-4.71051, -2.09384, 7.59088], [-4.88659, -2.83368, 6.50724], [-4.06699, -2.36200, 5.48744], [-3.98037, -2.97823, 4.18917], [-3.36858, -1.29680, 5.97626], [-2.16939, -0.27647, 4.86345], [-4.36696, 0.62483, 8.23199], [-2.65405, 0.62273, 7.68239], [-3.24940, -0.36408, 9.07077], [-5.06820, -2.13498, 8.60269], [-5.49349, -3.67464, 6.36800], [-3.86925, -2.29570, 3.34802], [-4.92263, -3.55497, 4.10604], [-3.18096, -3.72785, 4.15405], [1.32389, -2.19544, 4.47426], [0.91185, -0.98619, 3.82873], [1.78641, -0.13718, 3.32793], [1.28818, 1.33256, 2.62081], [3.07935, -0.52019, 3.16033], [4.10374, 0.33976, 2.54133], [0.46526, -2.73413, 4.80216], [1.85162, -2.05767, 5.41455], [1.87387, -2.84717, 3.84185], [-0.06274, -0.74844, 3.98946], [3.48674, -1.18650, 3.77625], [3.75409, 0.84012, 1.65360], [4.99299, -0.24084, 2.33788], [4.36092, 1.11148, 3.28025], [-1.68547, 0.51522, -0.76233], [1.14754, -0.49873, -6.21498], [-0.79063, 0.35188, -5.94369], [-0.94281, 1.62806, -5.41723], [-2.23628, 2.10212, -5.26435], [-3.31271, 1.37427, -5.66324], [-3.10822, 0.09584, -6.19087], [-1.84237, -0.45752, -6.14644], [1.17804, -1.77560, -4.50775], [0.14474, -1.79037, -3.59769], [0.00221, -2.91293, -2.81990], [0.90074, -3.98028, -2.83037], [2.06342, -3.81573, -3.58565], [2.15240, -2.76154, -4.47450], [2.54685, 0.89802, -5.50916], [3.15848, 0.63427, -4.29499], [4.26172, 1.28122, -3.83824], [4.73671, 2.38662, -4.56467], [4.21757, 2.65290, -5.81223], [3.10985, 1.96217, -6.29874], [-0.05315, 2.20206, -5.21495], [-2.38315, 3.00190, -4.72832], [-4.32331, 1.67256, -5.44590], [-3.98851, -0.53470, -6.39406], [-1.68893, -1.46922, -6.36854], [-0.58173, -1.02146, -3.50281], [-0.87385, -2.86826, -2.18623], [0.77085, -4.80788, -2.10881], [2.70089, -4.65603, -3.77787], [2.95275, -2.75316, -5.25415], [2.79886, -0.29308, -3.72706], [4.79882, 1.03259, -2.90007], [5.59937, 2.91792, -4.15404], [4.69108, 3.45770, -6.47651], [2.72698, 2.21000, -7.25468]], "atomic_forces_ev_per_a": [[1.24, -0.46, 0.45], [-2.18, -0.05, 1.30], [0.79, 0.87, -0.30], [-1.27, -0.78, 0.16], [3.31, 0.21, -0.80], [-0.54, 1.89, -0.23], [-0.60, -1.08, -0.09], [-1.24, 1.62, 0.20], [-0.19, -0.27, -0.06], [-0.66, 1.93, 0.78], [-0.17, -2.06, 0.66], [-0.61, -0.84, 0.58], [1.11, -0.37, -0.73], [0.46, -0.82, 0.35], [1.39, -0.36, -0.30], [-0.25, -0.20, -0.13], [0.47, 0.15, -0.36], [-1.19, -0.90, -0.06], [2.07, 1.21, -0.08], [0.35, -1.58, -1.60], [-0.96, -0.13, -0.47], [2.36, 0.27, -1.80], [-2.00, -0.88, -0.33], [0.41, -0.13, -0.62], [0.56, -0.06, -0.21], [0.69, -0.34, -0.92], [-0.95, -1.29, 2.42], [-0.64, -0.07, 0.51], [0.20, 1.61, 0.17], [-0.25, -0.20, -1.07], [0.36, -0.67, 0.70], [-0.01, 0.37, -0.23], [-1.12, -0.13, 0.38], [-0.28, 2.46, 3.11], [0.26, 0.63, 0.22], [-0.40, 0.06, 0.21], [0.35, 0.55, -0.55], [0.63, -0.42, -0.65], [-0.11, -0.34, 0.11], [1.82, 0.05, -0.53], [0.37, 0.65, -0.75], [0.61, 0.84, 0.53], [0.23, -0.38, -0.90], [0.25, 0.95, 1.38], [-0.66, -1.36, -0.16], [0.15, 0.06, -1.21], [-0.88, -0.45, 1.02], [-0.89, 0.59, -0.23], [-0.95, -0.75, 0.39], [0.39, -0.07, 0.55], [-0.32, -0.16, -0.08], [-0.69, -0.96, -0.19], [-0.10, 0.28, 0.41], [0.47, 0.39, -0.36], [0.08, 0.30, 0.08], [-0.17, -0.27, 0.99], [0.63, -0.17, 0.64], [0.54, -0.54, -1.40], [-0.79, 0.51, -0.66], [-0.33, 0.77, -0.31], [-0.16, 0.49, 1.25], [-0.95, -0.35, -0.07], [0.48, 0.43, -0.01], [0.66, -0.48, -0.75], [0.03, 0.48, -0.09], [-0.12, -0.74, 0.43], [-0.24, -0.12, -0.25], [0.03, -0.30, -0.06], [0.16, 0.00, -0.38], [-1.04, 0.72, 0.22], [-0.16, -0.70, -1.15], [2.72, 1.10, 1.52], [-0.34, -0.39, -0.93], [1.00, 0.52, 0.63], [-0.56, -1.41, -0.44], [-1.19, -0.50, 1.14], [-1.74, 0.28, -1.21], [0.27, 0.90, -0.61], [0.60, -0.83, -0.16], [-0.51, -0.30, 1.07], [0.31, 0.72, 1.03], [-0.99, -0.96, -0.82], [0.50, 0.08, -0.90], [0.73, 2.05, -0.61], [-0.99, -2.88, 0.90], [1.23, 1.86, 0.52], [0.84, -0.84, 0.74], [0.22, 1.68, -1.42], [-0.05, -1.45, 1.83], [-0.08, 0.32, 0.22], [-0.21, 1.04, 0.27], [-0.15, 0.40, -0.24], [0.55, 0.35, -0.08], [0.04, -1.41, -0.53], [-0.54, 0.67, -0.26], [-0.07, -0.61, 0.31], [0.03, 0.33, -0.84], [0.62, -0.24, 0.54], [-0.61, -0.06, 0.82], [0.43, 1.50, -0.80], [-0.49, 0.06, -0.69], [-0.28, -0.01, -0.40], [-0.79, -1.20, 1.18], [-0.36, 0.07, -0.81]], "lowdin_charge": [0.37, 0.10, -0.15, 0.10, -0.31, 0.18, -0.21, -0.04, 0.12, -0.08, -0.11, 0.03, 0.15, 0.09, 0.11, 0.10, 0.07, -0.04, -0.10, 0.02, 0.01, -0.02, -0.61, 0.59, -0.28, 0.06, 0.02, -0.01, -0.07, 0.02, 0.13, 0.11, -0.02, 0.10, 0.14, 0.13, 0.12, 0.10, 0.08, -0.01, -0.12, -0.02, -0.03, -0.12, -0.05, -0.61, 0.64, 0.09, 0.09, 0.09, 0.14, 0.12, 0.06, 0.11, 0.10, -0.07, -0.04, -0.78, 0.69, -0.02, -0.09, 0.08, 0.10, 0.08, -0.06, 0.12, 0.04, 0.09, 0.10, 0.21, 1.53, -0.43, -0.12, -0.10, -0.08, -0.05, -0.17, -0.43, -0.13, -0.10, -0.07, -0.09, -0.16, -0.41, -0.22, -0.12, -0.08, -0.09, -0.10, 0.07, 0.09, 0.11, 0.12, 0.09, 0.08, 0.10, 0.11, 0.11, 0.12, 0.08, 0.10, 0.11, 0.14, 0.09], "spin_multiplicity": 5, "total_charge": 2}

{"formula": "C11H18CoN4Se3Te", "method": "wB97M-V/def2-TZVPD", "species": ["Co", "C", "C", "N", "C", "C", "C", "C", "C", "C", "C", "N", "C", "C", "N", "N", "H", "H", "H", "H", "H", "H", "H", "H", "H", "H", "H", "H", "H", "H", "H", "H", "H", "H", "Se", "Se", "Te", "Se"], "xyz": [[-0.77978, -1.03070, -0.16182], [-0.10313, 0.61130, 2.18959], [-1.61873, 0.67758, 2.07436], [-2.04507, 0.57155, 0.66483], [-1.95482, 1.81814, -0.10892], [-0.73360, 1.84784, -0.99453], [-0.30804, 3.00387, -1.62390], [0.81580, 2.94553, -2.43214], [1.50535, 1.74971, -2.55244], [1.02323, 0.63566, -1.88944], [1.71214, -0.70355, -1.96288], [1.19205, -1.64262, -0.95966], [2.03477, -1.80994, 0.24072], [1.79495, -0.68184, 1.23057], [0.36352, -0.64540, 1.57915], [-0.09396, 0.68669, -1.15836], [0.18804, 0.68796, 3.23918], [0.35670, 1.44188, 1.64866], [-1.99450, 1.59226, 2.54016], [-2.05144, -0.17586, 2.59920], [-3.01073, 0.26042, 0.66333], [-1.95262, 2.69266, 0.54697], [-2.83323, 1.89922, -0.75236], [-0.85103, 3.92949, -1.48605], [1.15799, 3.82894, -2.95456], [2.40166, 1.67936, -3.15421], [2.79120, -0.56492, -1.85528], [1.53686, -1.11588, -2.95866], [1.09341, -2.55549, -1.39074], [3.09532, -1.86754, -0.01749], [1.74305, -2.75489, 0.70185], [2.05516, 0.27835, 0.77884], [2.42478, -0.82407, 2.11127], [0.15049, -1.41974, 2.20444], [-3.41546, -2.15731, 0.95547], [-3.20155, -3.94806, 2.27414], [-1.41000, -5.23071, 1.00093], [-1.07875, -3.70989, -0.83021]], "atomic_forces_ev_per_a": [[-0.38, -0.89, 0.03], [-0.16, -0.02, -0.08], [0.15, -0.01, 0.06], [0.00, 0.30, -0.03], [0.03, -0.03, -0.05], [0.02, -0.03, -0.03], [-0.02, 0.03, 0.01], [-0.01, -0.01, 0.01], [0.02, 0.02, -0.02], [-0.02, 0.03, 0.01], [-0.04, 0.00, 0.06], [0.43, 0.25, -0.05], [-0.10, 0.08, 0.02], [-0.04, -0.06, -0.06], [0.02, -0.19, 0.04], [0.03, 0.08, -0.12], [0.06, 0.05, -0.01], [0.05, -0.02, 0.02], [-0.01, 0.01, -0.01], [-0.08, 0.02, -0.02], [0.02, -0.01, 0.07], [-0.02, 0.03, -0.02], [-0.04, 0.00, 0.05], [0.01, -0.01, 0.01], [0.02, 0.00, 0.02], [0.00, 0.00, 0.02], [0.03, 0.02, -0.06], [0.03, -0.06, 0.01], [-0.14, -0.03, 0.10], [0.02, -0.02, 0.01], [0.01, -0.07, -0.04], [-0.01, 0.02, 0.05], [0.03, 0.08, 0.01], [0.04, 0.03, 0.05], [-0.19, 0.17, 0.17], [0.04, 0.03, -0.10], [0.09, -0.13, 0.27], [0.13, 0.33, -0.41]], "lowdin_charge": [0.52, -0.17, -0.19, -0.16, -0.11, -0.23, 0.00, -0.01, 0.00, -0.23, -0.11, -0.17, -0.18, -0.17, -0.11, 0.09, 0.13, 0.12, 0.13, 0.09, 0.02, 0.14, 0.14, 0.13, 0.12, 0.13, 0.13, 0.14, 0.02, 0.13, 0.12, 0.12, 0.13, 0.14, 0.00, -0.10, 0.35, -0.11], "spin_multiplicity": 5, "total_charge": 1}

{"formula": "C4H5N3", "method": "wB97M-V/def2-TZVPD", "species": ["C", "C", "C", "C", "N", "N", "N", "H", "H", "H", "H", "H"], "xyz": [[-2.03562, -1.19232, -0.01158], [2.07968, -1.86607, -0.08733], [-1.11955, -0.15991, 0.09344], [-1.37105, 1.29164, 0.02095], [-2.85633, -1.99021, 0.04105], [0.98279, -1.34957, 0.29868], [0.13004, -0.49901, 0.09863], [2.57293, -2.52757, 0.59759], [2.39492, -1.61986, -1.13836], [-0.58595, 1.79037, 0.37866], [-2.36850, 1.50365, 0.28569], [-1.27248, 1.56657, -0.99545]], "atomic_forces_ev_per_a": [[-1.69, -0.43, 0.16], [-1.15, 1.15, -2.07], [3.29, -0.76, -0.45], [-2.34, -2.23, -2.01], [-0.39, -0.68, -0.18], [0.14, -1.56, 1.68], [0.28, 2.17, -0.07], [0.38, -0.06, 0.00], [0.15, -0.73, 1.03], [2.61, 2.09, 2.59], [-0.89, 0.80, 0.90], [-0.39, 0.23, -1.58]], "lowdin_charge": [-0.19, -0.01, -0.32, -0.02, 0.16, -0.04, 0.07, 0.05, 0.08, 0.04, 0.08, 0.08], "smiles": "C=N/N=C(/C)C#N"}

| no. | calculated total energy (Eh) |
| --- | --- |
| 1 | -196.439880 |
| 2 | -7345.885958 |
| 3 | -9503.923258 |
| 4 | -319.549758 |